(w)
A structure of composition C5H8NO. Source: OMol25; level of theory: the ωB97M-V functional and the def2-TZVPD basis.

The geometry in ORCA input format:
```
! wB97M-V def2-TZVPD RIJCOSX def2/J DEFGRID3
* xyz 1 1
C -1.07975 0.32655 0.98019
C -0.67423 1.08507 -0.29005
C -0.83165 -0.43882 -0.25832
C 0.69117 1.59848 -0.25707
C 1.48538 -1.08807 0.53620
N 0.33986 -1.36021 -0.37657
O 1.58236 0.76894 0.07080
H -0.32948 0.26049 1.75527
H -2.09066 0.45094 1.33373
H -1.42707 1.66669 -0.80026
H -1.67850 -0.82345 -0.81376
H 0.96637 2.62693 -0.46805
H 2.42341 -1.36062 0.04764
H 0.02804 -2.29715 -0.08271
H 0.59475 -1.41577 -1.37704
*
```

Atom charges from the Löwdin analysis, given in e for atoms 1 to 2: 0.00, -0.13

(x)
The ion C5H8NO with charge +1. Source: OMol25; level of theory: the ωB97M-V functional and the def2-TZVPD basis.

Properties
SMILES string: O=CCC[N+]1=CC1

The geometry in ORCA input format:
```
! wB97M-V def2-TZVPD RIJCOSX def2/J DEFGRID3
* xyz 1 1
O -0.54861 1.16344 -1.48873
C -1.58474 0.70266 -1.07787
C -1.62266 0.04147 0.31380
C -0.24018 0.26281 1.00901
N 0.94440 -0.20078 0.30256
C 2.19534 -0.05259 0.41666
C 1.58712 -0.92597 -0.75036
H -2.50473 0.56932 -1.61909
H -1.84650 -0.93320 0.24821
H -2.42441 0.49223 0.95912
H -0.19773 1.24925 1.33683
H -0.04244 -0.22931 1.97578
H 3.00117 0.43471 0.81176
H 1.87372 -1.99617 -0.68232
H 1.41025 -0.57787 -1.75534
*
```

Atom charges from the Löwdin analysis, given in e for atoms 1 to 2: 0.07, -0.19

Winner for stability: (x)

(w)
A cluster of 2 separate species, C5H8NO in total. Source: OMol25; level of theory: the ωB97M-V functional and the def2-TZVPD basis.

The geometry in ORCA input format:
```
! wB97M-V def2-TZVPD RIJCOSX def2/J DEFGRID3
* xyz 1 1
C 0.36372 -2.96106 2.74731
C 0.28816 1.60389 -1.58853
C -0.18499 0.73442 -0.51764
C 0.45110 -2.19079 1.67284
C -0.56447 2.49756 -2.26156
N 0.65515 -0.02708 0.12315
O -0.03140 -0.92356 1.66182
H 0.58624 -4.07833 2.81889
H -0.11215 -2.72019 3.70353
H 1.31777 1.50994 -1.65229
H -1.23811 0.88756 -0.07497
H 1.03566 -2.50940 0.87089
H -1.00803 1.90494 -3.21193
H -1.39288 2.91399 -1.61853
H -0.16575 3.35812 -2.67299
*
```

Atom charges from the Löwdin analysis, given in e for atoms 1 to 2: 0.19, -0.07

(x)
The ion C5H8NO with charge +1. Source: OMol25; level of theory: the ωB97M-V functional and the def2-TZVPD basis.

Properties
SMILES string: CC[C@@]12C[C@@H]1[N+]2=O

The geometry in ORCA input format:
```
! wB97M-V def2-TZVPD RIJCOSX def2/J DEFGRID3
* xyz 1 1
C 1.55796 -0.09108 -1.36310
C 1.05894 0.09759 0.09093
C -0.31074 -0.42528 0.49061
C -1.16892 0.07799 1.62497
C -1.87170 0.36442 0.38009
N -1.31678 -0.64729 -0.46627
O -1.33356 -1.31127 -1.45573
H 1.69711 0.88864 -1.86302
H 0.91255 -0.71222 -2.03597
H 2.48277 -0.55958 -1.34798
H 1.03844 1.11889 0.40924
H 1.64851 -0.50271 0.87071
H -0.79973 1.01263 2.03202
H -1.41031 -0.64496 2.44102
H -2.18455 1.33422 0.19246
*
```

Atom charges from the Löwdin analysis, given in e for atoms 1 to 2: -0.05, -0.12

(y)
The ion C5H8NO with charge +1. Source: OMol25; level of theory: the ωB97M-V functional and the def2-TZVPD basis.

Properties
SMILES string: C#[N+]O[C@@H](C)C=C

The geometry in ORCA input format:
```
! wB97M-V def2-TZVPD RIJCOSX def2/J DEFGRID3
* xyz 1 1
C 1.20295 -2.39490 -0.88401
N 0.48983 -1.86813 -0.17279
O -0.18572 -1.29096 0.65163
C -0.63726 0.18473 0.40019
C -1.01133 0.81201 1.63273
C 0.47963 0.79665 -0.37048
C 0.39804 0.87564 -1.67856
H 1.95305 -2.97176 -1.42148
H -1.48325 -0.05131 -0.17557
H -0.31983 0.86842 2.43679
H -1.74226 0.23611 2.11458
H -1.34548 1.79871 1.61125
H 1.34808 0.97289 0.18135
H -0.42852 0.77105 -2.26571
H 1.28208 1.26085 -2.05993
*
```

Atom charges from the Löwdin analysis, given in e for atoms 1 to 2: 0.33, 0.00

Winner for stability: (y)

(w)
A cluster of 2 separate species, C5H7BrO in total. Source: OMol25; level of theory: the ωB97M-V functional and the def2-TZVPD basis.

The geometry in ORCA input format:
```
! wB97M-V def2-TZVPD RIJCOSX def2/J DEFGRID3
* xyz 0 1
C -0.01645 -1.22307 -0.05883
C -0.30082 1.94498 0.43241
C -0.92491 3.05384 -0.13512
C 0.55446 -0.01714 0.22781
C 0.67148 -2.58858 -0.08862
O -1.40909 -1.37077 -0.36705
Br 2.36040 0.29270 0.57631
H 0.05027 2.05712 1.47619
H -1.73194 -0.47315 -0.75330
H -1.34228 2.99213 -1.20282
H -0.56021 4.04863 0.20538
H 0.15532 -3.19242 0.68583
H 1.83142 -2.64551 0.10220
H 0.66233 -2.87876 -1.10039
*
```

Atom charges from the Löwdin analysis, given in e for atoms 1 to 2: -0.45, -0.07

(x)
The molecule C5H7BrO. Source: OMol25; level of theory: the ωB97M-V functional and the def2-TZVPD basis.

Properties
SMILES string: C=C[C@@H](Br)C(C)=O

The geometry in ORCA input format:
```
! wB97M-V def2-TZVPD RIJCOSX def2/J DEFGRID3
* xyz 0 1
C 0.56956 -0.02692 2.45684
C 0.80028 -0.13061 1.15979
C -0.12053 0.78562 0.29105
Br 0.97055 2.04619 -0.73459
C -1.05344 -0.16530 -0.91252
C -0.22749 -0.56843 -2.12110
O -2.22731 -0.30046 -0.81167
H 1.04397 -0.72288 3.30203
H -0.08223 0.79257 2.81821
H 1.42812 -0.73492 0.59843
H -0.85847 1.21851 1.03003
H -0.94096 -0.66850 -2.97884
H 0.13774 -1.60198 -1.85640
H 0.56020 0.07711 -2.24125
*
```

Atom charges from the Löwdin analysis, given in e for atoms 1 to 2: -0.02, -0.24

Winner for stability: (x)

(w)
The molecule C17H23N3O3. Source: OMol25; level of theory: the ωB97M-V functional and the def2-TZVPD basis.

Properties
SMILES string: CC(C)C[C@H](NC(=O)[C@@H](N)Cc1c[nH]c2ccccc12)C(=O)O

The geometry in ORCA input format:
```
! wB97M-V def2-TZVPD RIJCOSX def2/J DEFGRID3
* xyz 0 1
C -3.82283 -2.14849 -0.82723
C -2.73146 -0.99433 -0.87326
C -2.33162 -0.41725 -2.26436
C -3.12118 0.14464 0.10772
C -2.22828 0.49325 1.31432
N -1.01199 1.27701 0.96471
C -0.67352 2.02702 -0.08878
O -1.40098 2.23718 -1.10181
C 0.64731 2.87554 0.11727
N 0.98988 3.04454 1.54197
C 1.69320 2.07405 -0.71973
C 1.78928 0.63594 -0.59769
C 0.81606 -0.34826 -0.82308
N 1.30078 -1.59316 -0.69550
C 2.69022 -1.48459 -0.26234
C 3.61822 -2.45082 0.05229
C 4.85025 -1.97336 0.43113
C 5.11941 -0.60384 0.54361
C 4.21622 0.43626 0.11176
C 2.92798 -0.06118 -0.16130
C -1.83797 -0.78340 2.22280
O -0.83743 -0.79719 2.83887
O -2.66540 -1.81463 1.91993
H -3.43296 -3.10481 -1.28361
H -4.71784 -1.86339 -1.14556
H -3.96943 -2.47617 0.21495
H -1.86439 -1.43650 -0.48322
H -1.98928 -1.06871 -2.95992
H -3.31680 0.01596 -2.78024
H -1.55010 0.49737 -2.31972
H -3.38690 1.13959 -0.21678
H -4.00691 -0.07210 0.76071
H -2.90696 1.10592 1.89071
H -0.34401 1.40269 1.72264
H 0.57086 3.79100 -0.44649
H 0.64342 3.84325 2.03805
H 1.85006 2.63399 1.82385
H 2.63475 2.58043 -0.64883
H 1.22321 2.16048 -1.65003
H -0.17049 -0.31207 -1.29377
H 0.64832 -2.29365 -0.45071
H 3.35810 -3.59745 0.01621
H 5.67782 -2.55828 0.74609
H 6.01673 -0.22003 0.92955
H 4.54950 1.43163 0.09767
H -3.51288 -1.37407 1.68716
*
```

Atom charges from the Löwdin analysis, given in e for atoms 1 to 2: -0.03, -0.34

(x)
The molecule C17H23N3O3. Source: OMol25; level of theory: the ωB97M-V functional and the def2-TZVPD basis.

Properties
SMILES string: CC[C@H](C)[C@H](N)C(=O)N[C@@H](Cc1c[nH]c2ccccc12)C(=O)O

The geometry in ORCA input format:
```
! wB97M-V def2-TZVPD RIJCOSX def2/J DEFGRID3
* xyz 0 1
C -1.85783 -1.92140 -2.01146
C -1.86267 -2.53793 -0.60648
C -2.46315 -1.74821 0.59882
C -3.95838 -1.39773 0.37891
C -1.48734 -0.64485 1.18613
N -1.94595 -0.25769 2.49119
C -1.35288 0.63850 0.34286
O -1.94192 0.77202 -0.73246
N -0.57638 1.62887 0.93554
C -0.04884 2.81178 0.24557
C 0.96941 2.42326 -0.87512
C 2.16850 1.68772 -0.36750
C 3.15476 2.24854 0.39953
N 4.07460 1.28085 0.79436
C 3.72087 0.05455 0.32438
C 4.29314 -1.23671 0.42108
C 3.61097 -2.30514 -0.08979
C 2.50892 -2.10852 -0.93756
C 1.90817 -0.87206 -1.03989
C 2.48275 0.22793 -0.38629
C -1.04239 3.85623 -0.35780
O -0.66057 4.95913 -0.64191
O -2.24053 3.45983 -0.67518
H -1.14461 -1.10774 -2.11973
H -2.83893 -1.51926 -2.29224
H -1.60560 -2.69913 -2.76742
H -0.81201 -2.80693 -0.33835
H -2.32783 -3.50320 -0.61366
H -2.46304 -2.50042 1.38891
H -4.48806 -2.32784 0.11525
H -4.08912 -0.64473 -0.37618
H -4.32942 -0.95367 1.31365
H -0.48674 -1.09413 1.11176
H -1.52352 0.64838 2.76930
H -1.71104 -0.89930 3.22309
H 0.12683 1.12001 1.51013
H 0.48486 3.32011 1.05017
H 1.23824 3.38786 -1.31985
H 0.41754 1.81906 -1.65463
H 3.25391 3.27672 0.77857
H 4.85212 1.48211 1.35152
H 5.28171 -1.45902 0.85744
H 3.99620 -3.31470 0.03168
H 2.10371 -2.95324 -1.46079
H 0.90853 -0.82006 -1.49263
H -2.29697 2.53017 -0.46293
*
```

Atom charges from the Löwdin analysis, given in e for atoms 1 to 2: -0.10, -0.22

(y)
The molecule C17H23N3O3. Source: OMol25; level of theory: the ωB97M-V functional and the def2-TZVPD basis.

Properties
SMILES string: O=C(CC[C@@H]1CNCCO1)NC(=O)N[C@@H]1CCc2ccccc21

The geometry in ORCA input format:
```
! wB97M-V def2-TZVPD RIJCOSX def2/J DEFGRID3
* xyz 0 1
O 3.87163 -1.53719 1.65824
C 2.87118 -1.43914 0.98749
C 2.52290 -0.09312 0.36353
C 2.58488 -0.10893 -1.15527
C 2.01633 1.17283 -1.80023
C 2.72233 2.46075 -1.30123
N 1.98969 3.69147 -1.66039
C 0.54748 3.65533 -1.40923
C -0.04944 2.37098 -2.00932
O 0.60114 1.20648 -1.48823
N 2.26632 -2.62466 0.77404
C 0.96339 -2.83010 0.44666
O 0.67338 -3.99255 0.61922
N 0.04734 -1.86299 0.07230
C -1.37809 -2.10488 -0.05755
C -1.96906 -1.16737 -1.08009
C -2.55914 0.07471 -0.36028
C -2.87177 -0.50626 0.93815
C -3.63451 0.08750 1.90443
C -3.72799 -0.57109 3.16091
C -3.00571 -1.73353 3.38716
C -2.21467 -2.29527 2.37589
C -2.15905 -1.70143 1.16245
H 3.21607 0.63993 0.79682
H 1.54574 0.20715 0.70577
H 2.04666 -0.98222 -1.51860
H 3.61024 -0.26267 -1.48652
H 2.15958 1.11395 -2.88025
H 3.73803 2.51135 -1.67731
H 2.75514 2.42257 -0.19965
H 2.42610 4.48632 -1.21350
H 0.05782 4.51190 -1.88859
H 0.29446 3.63432 -0.33271
H 0.03554 2.41165 -3.12795
H -1.12172 2.32368 -1.75319
H 2.70032 -3.41532 1.24880
H 0.38868 -0.93303 0.07099
H -1.60307 -3.15771 -0.33398
H -1.28771 -0.81205 -1.86711
H -2.81338 -1.67195 -1.57795
H -3.49380 0.45674 -0.86071
H -1.80467 0.84228 -0.29217
H -4.13906 1.05195 1.74658
H -4.29297 -0.14582 3.98020
H -2.96462 -2.22889 4.34532
H -1.56195 -3.15565 2.58705
*
```

Atom charges from the Löwdin analysis, given in e for atoms 1 to 2: 0.08, -0.45

Winner for stability: (x)